Record 1
This record from the Open Molecules 2025 dataset describes C17H27BCdNO4P2 as an isolated structure. The level of theory is ωB97M-V with the def2-TZVPD basis set.

Last column: Löwdin charge in e.
Geometry (Å):
Cd: 0.25398 -1.05178 0.03232  1.219
P: -2.31198 0.19755 0.09513  0.918
C: -2.10712 0.51013 -1.69355  -0.232
C: -0.71846 0.79032 -2.29651  -0.272
N: 0.43530 0.47074 -1.66332  0.009
C: 1.62293 0.93760 -2.12767  -0.289
C: 1.68806 1.71454 -3.30639  -0.003
C: 0.49955 1.96648 -4.00237  -0.027
C: -0.71218 1.47430 -3.53109  -0.011
C: 2.94207 0.59319 -1.38972  -0.276
P: 2.80374 -0.99163 -0.42879  0.795
H: -1.65446 1.76893 -3.99043  0.124
H: 2.68851 1.96892 -3.69666  0.129
H: 0.53418 2.63042 -4.85640  0.119
H: 3.69741 0.48522 -2.20089  0.093
H: 3.31527 1.36907 -0.66331  0.109
H: -2.74816 -0.35087 -2.03941  0.111
H: -2.71028 1.39981 -1.95001  0.092
H: -1.75890 -3.15343 -3.15206  0.040
O: -2.48768 -3.40580 -3.82579  -0.135
H: -2.18789 -2.70315 -4.51178  0.072
H: -0.69512 -2.91127 0.06713  0.129
O: 0.44217 -2.95765 -1.16013  -0.511
H: 0.55415 -3.87823 -0.88030  -0.045
C: 3.49840 -2.26514 -1.54876  -0.264
H: 4.33679 -1.82144 -2.11225  0.052
H: 3.83641 -3.17891 -1.02811  0.062
H: 2.69633 -2.58811 -2.23035  0.029
C: 4.07368 -0.76695 0.84466  -0.282
H: 4.03430 -1.56313 1.60112  0.053
H: 5.05182 -0.76091 0.34568  0.055
H: 3.90922 0.19353 1.34685  0.045
C: -3.45294 1.61998 0.30486  -0.196
H: -4.35148 1.54138 -0.34765  0.075
H: -3.68681 1.44602 1.36614  0.063
H: -2.94943 2.59090 0.11941  0.081
C: -3.37207 -1.30775 0.17515  -0.190
H: -3.46655 -1.65031 1.22215  0.073
H: -4.39850 -1.12327 -0.18052  0.072
H: -2.92883 -2.11029 -0.44528  0.036
O: -0.97048 -0.61380 2.53315  0.029
B: -0.87321 0.22335 1.34705  -0.888
O: -0.26892 1.52383 1.71366  0.065
C: -0.25195 1.48250 3.06530  -0.235
C: 0.10127 2.51120 3.94071  0.006
C: 0.04399 2.26351 5.30064  -0.086
C: -0.28157 1.00468 5.78867  -0.069
C: -0.59439 -0.05178 4.91151  0.020
C: -0.62117 0.22851 3.55361  -0.221
H: 0.39970 3.46404 3.51648  0.122
H: 0.24832 3.07734 5.99455  0.112
H: -0.33287 0.81169 6.84590  0.104
H: -0.81417 -1.05406 5.22771  0.118

As for the energy relative to the best compared isomer or geometry (same formula, charge and spin): 305.05 kJ/mol. The calculation puts the total energy at -1894.7128 a.u. The value obtained for the HOMO-LUMO gap (spin up / spin down) is 6.05 / 6.83 eV. As for the spin multiplicity: 1. The net charge is +1. For the HOMO energy (spin up / spin down), the calculation gives -10.1 / -9.8 eV.

=====

Record 2
This record from the Open Molecules 2025 dataset describes one molecule with the formula C6H15NO. The level of theory is ωB97M-V with the def2-TZVPD basis set.

Last column: Löwdin charge in e.
Geometry (Å):
C: -0.48325 -2.44268 1.40023  -0.096
C: -0.28533 -1.68377 0.06009  -0.241
N: -0.11823 -0.17521 0.09969  -0.174
C: 1.15782 0.11870 0.85762  -0.246
C: 1.30725 1.61684 0.83868  -0.111
C: -0.09554 0.35599 -1.28775  -0.187
C: -1.42083 1.15252 -1.49194  -0.266
O: -1.09517 2.43789 -1.89676  -0.091
H: 0.14856 -2.08482 2.28533  0.085
H: -1.47686 -2.51356 1.62885  0.025
H: -0.22765 -3.49757 1.36355  0.065
H: 0.63618 -2.18234 -0.53178  0.143
H: -1.12668 -1.99963 -0.56930  0.101
H: 2.14994 -0.24366 0.37454  0.133
H: 0.98830 -0.32312 1.88738  0.107
H: 1.18634 2.13863 1.78789  0.070
H: 0.64168 2.16658 0.20168  0.040
H: 2.36966 1.81090 0.57579  0.084
H: 0.76744 0.99656 -1.62617  0.141
H: -0.21557 -0.45256 -1.93600  0.073
H: -2.02064 1.11104 -0.54041  0.131
H: -1.93857 0.70189 -2.35869  0.116
H: -0.84884 2.99137 -1.12251  0.096

As for the energy relative to the best compared isomer or geometry (same formula, charge and spin): 298.73 kJ/mol. The calculation puts the total energy at -367.5175 a.u. The value obtained for the HOMO-LUMO gap is 9.70 eV. As for the spin multiplicity: 1. The SMILES is CCN(CC)CCO. For the HOMO energy, the calculation gives -8.7 eV.

=====

Record 3
This record from the Open Molecules 2025 dataset describes a 3-piece molecular cluster, C20H53N8O2P2 overall. The level of theory is ωB97M-V with the def2-TZVPD basis set.

Last column: Löwdin charge in e.
Geometry (Å):
C: 4.17670 -4.07418 4.66936  0.047
C: 3.62571 -3.42413 3.64360  -0.096
C: 3.06372 -2.03505 3.59836  -0.272
C: 4.00112 -0.96984 3.04280  -0.111
C: 4.97790 -0.76718 4.21700  -0.111
C: 4.06530 -0.96469 5.45954  -0.058
N: 2.71562 -1.44458 4.93596  -0.077
N: 1.73216 -0.40208 4.85902  0.034
C: 0.37993 -0.87463 5.22876  -0.218
C: -0.06534 -2.13731 4.50714  -0.072
H: 4.79088 -4.94965 4.50553  0.075
H: 4.01662 -3.77742 5.70260  0.059
H: 3.56559 -3.92478 2.68114  0.125
H: 2.18337 -2.09808 2.95547  0.146
H: 4.41018 -1.29775 2.09075  0.118
H: 3.38269 -0.08014 2.93186  0.112
H: 5.73691 -1.54474 4.20134  0.115
H: 5.38905 0.23386 4.12724  0.120
H: 4.49028 -1.74057 6.08561  0.114
H: 3.99719 -0.02033 5.99446  0.129
H: 2.44296 -2.19406 5.58058  0.169
H: 2.01434 0.28882 5.54633  0.127
H: 0.26134 -0.96452 6.31500  0.119
H: -0.28737 -0.06669 4.92670  0.124
H: 0.65912 -2.95305 4.56662  0.066
H: -1.00420 -2.49976 4.92002  0.089
H: -0.22276 -1.92509 3.44839  0.082
O: 3.57453 -0.57560 -0.22500  -0.302
P: 2.60518 -0.40248 -1.33072  0.562
N: 1.08690 -0.23180 -0.62355  -0.288
C: -0.18175 -0.64214 -1.20300  -0.112
C: 0.96978 0.69352 0.49089  -0.129
N: 2.70274 -1.85815 -2.24608  -0.308
C: 1.72955 -2.92512 -2.08812  -0.129
C: 4.06114 -2.38930 -2.26673  -0.146
N: 2.54079 0.62038 -2.62129  -0.304
C: 2.46383 2.05325 -2.33751  -0.103
C: 2.62886 0.26202 -4.03485  -0.091
H: -0.32532 -0.27666 -2.22588  0.082
H: -1.00414 -0.22786 -0.62437  0.056
H: -0.30720 -1.72140 -1.19233  0.054
H: 0.61365 1.68041 0.17273  0.082
H: 1.93868 0.81993 0.97529  0.056
H: 0.27225 0.31004 1.24243  0.073
H: 1.59599 -3.24251 -1.04317  0.085
H: 2.06138 -3.79129 -2.66304  0.083
H: 0.76325 -2.64464 -2.49440  0.058
H: 4.31486 -2.94218 -1.35424  0.078
H: 4.78982 -1.58606 -2.37507  0.077
H: 4.17058 -3.05622 -3.12491  0.085
H: 1.46267 2.44350 -2.54437  0.089
H: 3.18766 2.61051 -2.93348  0.083
H: 2.69308 2.25258 -1.28897  0.073
H: 1.71326 -0.22190 -4.37631  0.079
H: 3.46956 -0.39171 -4.25353  0.072
H: 2.76715 1.17592 -4.61307  0.081
O: -2.75725 1.15205 -1.43234  -0.290
P: -4.03044 1.66457 -1.98325  0.566
N: -3.81531 1.82398 -3.64501  -0.296
C: -4.45940 2.80092 -4.50322  -0.109
C: -3.20480 0.70339 -4.34441  -0.126
N: -4.25922 3.20205 -1.24168  -0.308
C: -3.92716 4.43961 -1.93002  -0.126
C: -3.75651 3.21623 0.12673  -0.149
N: -5.59689 1.16120 -1.84368  -0.307
C: -5.91774 -0.17534 -2.34215  -0.106
C: -6.69724 1.87546 -1.20127  -0.093
H: -5.54797 2.83825 -4.37171  0.088
H: -4.27752 2.53271 -5.54374  0.083
H: -4.05570 3.79910 -4.36764  0.054
H: -3.95463 0.03975 -4.79245  0.080
H: -2.60038 0.11736 -3.65292  0.060
H: -2.54188 1.05638 -5.13800  0.083
H: -2.90395 4.45401 -2.32984  0.091
H: -4.02731 5.26916 -1.22819  0.083
H: -4.62415 4.64297 -2.73671  0.058
H: -2.66912 3.34756 0.17783  0.079
H: -3.99860 2.28341 0.63677  0.074
H: -4.23705 4.03027 0.67504  0.083
H: -6.48679 -0.12573 -3.27548  0.088
H: -6.49824 -0.73890 -1.61027  0.082
H: -5.00662 -0.74504 -2.53443  0.073
H: -7.02726 2.72065 -1.80590  0.080
H: -6.44227 2.23887 -0.20869  0.071
H: -7.53636 1.18770 -1.09190  0.080

The calculation puts the total energy at -2064.8264 a.u. The value obtained for the HOMO-LUMO gap is 7.68 eV. As for the spin multiplicity: 1. The net charge is +1. For the HOMO energy, the calculation gives -9.9 eV.

=====

Record 4
This record from the Open Molecules 2025 dataset describes one molecule with the formula C5H6O. The level of theory is ωB97M-V with the def2-TZVPD basis set.

Last column: Löwdin charge in e.
Geometry (Å):
C: 1.78135 -1.04900 -0.87300  0.122
C: 0.81317 -0.80318 -0.19935  -0.156
C: -0.27869 -0.14821 0.57776  -0.301
C: -0.02955 1.34718 0.27541  -0.060
C: -1.43061 -0.84264 -0.11515  -0.214
O: -1.16189 -1.35245 -1.17764  0.053
H: 2.82186 -0.96942 -1.04646  0.029
H: -0.31631 -0.27813 1.67881  0.149
H: 1.00833 1.54727 0.56526  0.086
H: -0.09933 1.50299 -0.80321  0.091
H: -0.68002 2.04783 0.80286  0.076
H: -2.42832 -1.00226 0.31472  0.126

As for the energy relative to the best compared isomer or geometry (same formula, charge and spin): 290.42 kJ/mol. The calculation puts the total energy at -269.2356 a.u. The value obtained for the HOMO-LUMO gap is 10.34 eV. As for the spin multiplicity: 1. The SMILES is C#C[C@@H](C)C=O. For the HOMO energy, the calculation gives -9.6 eV.

=====

Record 5
This record from the Open Molecules 2025 dataset describes a 13-piece molecular cluster, H26O13 overall. The level of theory is ωB97M-V with the def2-TZVPD basis set.

Last column: Löwdin charge in e.
Geometry (Å):
O: -5.08100 10.28100 -13.94600  -0.026
H: -5.86100 10.71200 -14.24100  -0.031
H: -4.64600 11.07100 -13.65400  0.058
O: -4.42100 10.15800 -18.84000  -0.055
H: -4.56500 10.38500 -19.75000  0.023
H: -5.27500 10.20700 -18.42100  -0.040
O: -9.84000 6.78000 -19.63000  -0.038
H: -9.04900 7.28700 -19.46500  -0.015
H: -9.97200 6.35600 -18.78100  0.040
O: -7.48900 9.49600 -17.36900  -0.100
H: -7.64000 8.51200 -17.52700  0.055
H: -6.66900 9.60500 -16.82800  0.037
O: -11.28700 8.92000 -18.18800  -0.058
H: -10.49100 8.59500 -17.79900  -0.040
H: -11.33600 8.46200 -19.03400  0.023
O: -5.38400 11.07900 -16.40400  -0.051
H: -6.01400 11.71800 -16.09500  0.041
H: -4.79700 10.79300 -15.69500  0.023
O: -9.74800 8.37000 -15.93200  -0.013
H: -10.33300 8.97000 -15.53400  0.016
H: -8.93100 8.48200 -15.46900  0.019
O: -7.40600 6.62900 -16.97000  -0.045
H: -6.77900 6.10300 -16.41900  0.082
H: -7.44500 6.19200 -17.81300  0.030
O: -7.25700 10.89900 -19.53200  -0.042
H: -7.38300 11.76700 -19.18900  0.033
H: -7.28700 10.38300 -18.73500  -0.061
O: -7.70000 11.01300 -14.57400  -0.031
H: -7.89600 10.32500 -13.89000  0.096
H: -8.55700 11.15600 -14.89700  -0.022
O: -9.64400 11.41500 -16.57200  -0.035
H: -10.10400 11.01500 -15.81300  0.038
H: -8.82200 10.96400 -16.75100  -0.011
O: -4.72600 8.19300 -16.37200  0.000
H: -3.93500 8.40100 -15.94500  0.020
H: -5.30400 7.92800 -15.68000  0.015
O: -7.05300 7.64300 -19.79200  -0.039
H: -7.18200 8.55000 -20.13200  0.059
H: -6.14900 7.57200 -19.50800  0.046

As for the energy relative to the best compared isomer or geometry (same formula, charge and spin): 254.93 kJ/mol. The calculation puts the total energy at -993.6761 a.u. The value obtained for the HOMO-LUMO gap is 10.10 eV. As for the spin multiplicity: 1. For the HOMO energy, the calculation gives -10.5 eV.

=====

Record 6
This record from the Open Molecules 2025 dataset describes C22H32BN7V as an isolated structure. The level of theory is ωB97M-V with the def2-TZVPD basis set.

Last column: Löwdin charge in e.
Geometry (Å):
H: 1.90882 3.48145 0.07202  0.130
N: 1.35411 1.90433 -1.25417  -0.102
B: 0.49329 0.56916 -3.30560  -0.453
N: 1.02080 1.87783 -2.63123  0.016
C: 1.05944 3.12804 -3.10314  0.002
V: 0.84605 0.38018 -0.26202  1.108
H: 0.86502 3.29899 -4.15304  0.151
C: 1.41901 4.00568 -2.07467  0.006
H: 1.53227 5.07303 -2.15013  0.120
C: 1.62329 3.21764 -0.94002  -0.049
H: 0.42079 0.69080 -4.48831  0.133
C: -1.80247 -2.13212 2.33495  -0.029
H: -1.03159 -2.34634 3.08096  0.023
H: -1.36421 -1.50602 1.54908  -0.028
H: -2.16592 -3.06374 1.89123  0.035
N: -0.90587 0.28294 -2.67060  -0.007
N: 1.37000 -0.65574 -2.90630  0.013
N: -0.98905 0.29263 -1.27778  -0.053
N: 1.43578 -1.00606 -1.54099  -0.078
C: -2.09926 -0.05582 -3.18325  -0.001
C: 1.91130 -1.64533 -3.63638  0.007
H: -2.23356 -0.16552 -4.25157  0.149
H: 1.97213 -1.54912 -4.71122  0.150
C: -2.99313 -0.25483 -2.12686  -0.001
C: 2.33103 -2.66628 -2.77820  0.009
C: -2.26773 -0.01086 -0.95260  -0.074
C: 1.97559 -2.25926 -1.48522  -0.065
H: -4.01742 -0.56240 -2.20016  0.115
H: 2.82131 -3.58447 -3.04765  0.120
H: -2.58476 -0.03337 0.08102  0.117
H: 2.02000 -2.79066 -0.54278  0.123
H: -2.60051 -1.56514 2.79428  0.026
C: 0.46061 1.51781 6.34994  -0.024
C: 0.18752 1.66811 4.87870  -0.228
C: -0.56623 2.75260 4.41836  0.041
C: -0.83502 2.93978 3.05936  -0.239
C: -1.66058 4.11739 2.62460  -0.032
C: -0.31280 2.03585 2.12832  0.013
C: 0.59291 1.03516 2.55885  -0.262
C: 0.69942 0.76731 3.94723  0.020
N: 1.43709 0.44962 1.61071  0.002
C: 2.82818 0.01604 1.95198  -0.589
C: 3.50054 0.98266 2.93430  -0.012
C: 2.79801 -1.41612 2.49704  -0.004
C: 3.65646 0.04035 0.66559  -0.040
H: 0.96226 2.40932 6.75290  0.101
H: -0.47549 1.40276 6.91202  0.099
H: 1.09635 0.65074 6.56185  0.087
H: -0.96261 3.46122 5.14929  0.147
H: -2.68554 4.05972 3.01506  0.100
H: -1.23426 5.05968 2.99462  0.099
H: -1.72005 4.17819 1.53337  0.079
H: -0.52250 2.14819 1.05332  0.098
H: 1.23758 -0.11317 4.30317  0.110
H: 3.07590 0.93817 3.94308  0.082
H: 4.56486 0.72149 3.01652  0.107
H: 3.43312 2.01596 2.56344  0.106
H: 2.41935 -2.11147 1.73229  0.078
H: 3.81539 -1.72837 2.77290  0.115
H: 2.16219 -1.51181 3.38470  0.079
H: 3.41785 -0.81233 0.01981  0.059
H: 3.47235 0.96733 0.10388  0.081
H: 4.72015 -0.00794 0.93216  0.116

The calculation puts the total energy at -2209.1651 a.u. The value obtained for the HOMO-LUMO gap (spin up / spin down) is 5.68 / 5.62 eV. As for the spin multiplicity: 2. The net charge is +2. For the HOMO energy (spin up / spin down), the calculation gives -14.2 / -14.1 eV.

=====

Number 3 is which compound? C20H53N8O2P2